100
Properties=species:S:1:pos:R:3:forces:R:3 method="wB97M-V/def2-TZVPD" e_lumo_ev=3.8 gap_ev=7.91 charge=-2 e_tot_ha=-3497.1967 multiplicity=1
Mg 1.367 2.422 -1.766 0.57 1.11 0.80
C -2.836 -0.697 0.182 -1.60 0.04 1.69
F -2.286 0.399 -0.295 0.36 -0.56 -0.23
F -3.371 -1.457 -0.773 0.11 0.24 -0.66
F -1.984 -1.478 0.852 0.56 0.45 -0.53
S -4.233 -0.164 1.393 0.53 0.21 0.84
O -4.732 1.090 0.874 0.79 -0.01 0.52
O -5.234 -1.216 1.398 0.79 0.39 0.07
N -3.251 0.074 2.813 -2.19 -2.38 -1.47
S -3.174 -1.352 3.633 1.01 1.16 -1.33
O -3.512 -2.536 2.874 0.15 0.16 0.97
O -1.943 -1.382 4.404 -1.11 0.06 0.05
C -4.586 -1.142 4.841 0.16 -0.06 -0.38
F -4.300 -0.213 5.749 0.11 0.15 0.34
F -5.690 -0.750 4.198 0.04 -0.19 0.18
F -4.865 -2.283 5.495 0.03 -0.01 -0.01
B 0.791 0.516 -1.680 -1.00 -3.12 -0.11
H -0.103 1.110 -1.377 -2.27 0.97 0.83
H 1.105 0.968 -2.641 0.72 -0.13 -2.83
H 1.588 0.647 -0.912 1.99 0.23 1.82
H 0.593 -0.606 -1.798 -0.44 -1.52 -0.25
B 1.227 3.532 -3.584 -0.39 0.60 -2.75
H 1.541 2.627 -4.198 0.08 -1.27 -0.91
H 0.362 3.331 -2.911 -2.15 -0.39 1.11
H 2.144 3.926 -3.068 2.07 0.89 1.53
H 0.812 4.345 -4.280 -0.44 1.31 -1.02
B 0.306 3.921 -0.363 -0.87 0.85 0.71
H 0.590 4.548 0.555 0.29 0.99 1.36
H -0.708 4.155 -0.844 -1.48 0.48 -0.56
H 1.067 4.039 -1.169 1.89 1.60 -1.18
H 0.315 2.829 -0.099 -0.13 -2.44 1.03
C 3.062 3.237 0.677 0.41 0.15 1.13
O 3.114 2.458 -0.502 0.91 -0.23 -0.68
C 4.241 2.767 -1.352 -0.24 0.35 0.24
C 4.500 1.731 -2.416 -1.82 -1.09 -0.13
O 3.285 1.556 -3.199 2.13 0.18 0.33
C 3.493 0.437 -4.047 -1.19 0.42 -0.05
C 2.479 0.369 -5.183 0.35 -0.14 -1.12
O 2.531 1.498 -6.067 0.72 -0.54 0.31
C 3.752 1.552 -6.824 -2.16 -0.38 -0.30
H 3.876 2.993 1.373 0.33 -0.26 -0.35
H 2.154 3.010 1.226 -0.22 -0.01 -0.42
H 3.102 4.315 0.518 -0.18 -0.02 -0.44
H 5.146 2.872 -0.749 -0.02 0.13 0.10
H 3.980 3.704 -1.851 0.35 0.19 0.00
H 4.694 0.722 -2.037 0.35 0.18 0.63
H 5.357 1.997 -3.042 -0.06 0.36 -0.10
H 3.405 -0.488 -3.464 0.21 -0.07 -0.01
H 4.491 0.549 -4.482 0.08 -0.39 0.03
H 1.443 0.134 -4.949 -0.04 0.90 0.75
H 2.714 -0.540 -5.760 0.56 -0.04 -0.12
H 4.643 1.536 -6.203 0.16 0.24 -0.19
H 3.619 2.423 -7.463 0.54 0.38 0.36
H 3.703 0.720 -7.535 0.61 -0.35 0.13
C 0.423 0.432 1.763 0.15 0.87 1.00
O -0.365 0.913 2.866 1.26 0.49 -0.17
C 0.371 0.831 4.081 -0.95 -0.63 -0.49
C -0.366 1.573 5.232 -0.13 -1.68 -1.79
O -1.683 1.825 4.761 0.53 0.89 1.32
C -2.272 2.806 5.595 0.13 -0.22 -0.97
C -3.754 2.894 5.347 -1.01 0.56 0.30
O -4.053 2.741 3.991 1.23 -0.09 0.29
C -5.332 3.057 3.662 -2.22 0.51 -0.89
H 0.140 0.967 0.862 -0.52 -0.45 -0.01
H 0.387 -0.657 1.703 -0.16 -0.06 -0.25
H 1.464 0.737 1.928 0.21 -0.18 -0.01
H 1.394 1.212 3.983 0.06 0.12 -0.18
H 0.416 -0.240 4.301 0.27 -0.05 0.37
H 0.236 2.438 5.515 -0.48 0.40 0.13
H -0.417 0.822 6.027 0.00 0.41 0.55
H -1.903 3.804 5.321 0.53 -0.09 0.13
H -2.022 2.586 6.638 -0.32 0.20 0.19
H -4.045 3.920 5.627 -0.06 0.05 0.27
H -4.379 2.240 5.969 0.20 -0.35 -0.10
H -5.689 4.080 3.891 0.69 0.22 0.34
H -6.121 2.436 4.118 0.38 -0.41 0.12
H -5.460 2.983 2.579 0.27 -0.33 0.08
C 2.275 -6.386 1.038 -0.91 0.18 0.73
O 1.337 -7.031 0.220 0.01 -0.51 -0.46
C -0.015 -6.720 0.481 -0.23 1.42 0.04
C -0.314 -5.215 0.299 0.06 0.13 -1.46
O -0.024 -4.928 -1.066 0.34 -0.69 -0.40
C -0.193 -3.587 -1.432 0.09 0.65 0.04
C -0.088 -3.425 -2.952 -0.45 0.28 1.56
O -1.027 -4.291 -3.531 -0.25 -0.15 -0.31
C -1.061 -4.252 -4.921 0.66 -0.05 -0.88
H 2.260 -5.300 0.911 0.34 -0.03 -0.31
H 3.256 -6.814 0.850 -0.01 0.07 -0.07
H 1.974 -6.544 2.084 0.37 -0.10 0.15
H -0.330 -7.018 1.487 0.17 -0.11 0.16
H -0.618 -7.251 -0.251 0.12 -0.14 -0.04
H 0.310 -4.550 0.902 -0.21 -0.15 0.47
H -1.370 -4.946 0.387 -0.05 -0.33 0.88
H 0.592 -2.980 -0.964 0.01 0.18 -0.09
H -1.139 -3.164 -1.078 -0.19 -0.27 -0.01
H 0.967 -3.603 -3.191 -0.14 -0.24 -0.71
H -0.391 -2.395 -3.163 0.47 0.14 -0.13
H -1.192 -3.284 -5.425 -0.25 0.43 0.71
H -1.869 -4.881 -5.292 0.08 -0.23 0.21
H -0.095 -4.585 -5.328 -0.06 -0.39 -0.06